{"formula": "C3H4OS", "method": "ωB97M-V/def2-TZVPD", "homo_lumo_gap_ev": [8.1, 8.1], "lumo_energy_ev": [-0.916, -0.915], "spin_multiplicity": 1, "total_charge": 0, "symbols": ["S", "O", "C", "C", "C", "H", "H", "H", "H"], "coordinates": [[2.42968, 0.34385, -0.17697], [2.41422, -1.04906, -0.54922], [-1.77974, -0.34565, 0.02016], [-0.34495, -0.13684, 0.11157], [0.88736, 0.92456, 0.23206], [0.31571, -1.02629, 0.12001], [-2.52510, 0.60580, -0.19301], [-2.20610, -1.28094, 0.19668], [0.80892, 1.96457, 0.23872]], "mulliken_charge": [0.4006, -0.4939, -0.5905, -0.1271, -0.3146, 0.2397, 0.1804, 0.3025, 0.4029]}

{"formula": "C3H4OS", "method": "ωB97M-V/def2-TZVPD", "homo_lumo_gap_ev": [5.9, 5.9], "lumo_energy_ev": [-1.722, -1.723], "spin_multiplicity": 1, "total_charge": 0, "symbols": ["S", "O", "C", "C", "C", "H", "H", "H", "H"], "coordinates": [[-0.11985, -0.52310, -2.45916], [0.93718, 0.18062, -0.43951], [-0.76759, -1.03664, 0.35873], [0.74821, 1.16009, 0.30202], [-0.22424, -0.56327, -0.80936], [-0.18884, -0.74433, 1.37339], [-0.11678, 1.26314, 0.94740], [1.33456, 2.04316, 0.37267], [-1.60265, -1.77967, 0.35382]], "mulliken_charge": [-0.3419, -0.1315, -0.6329, -0.1639, 0.2076, 0.1622, 0.3650, 0.2694, 0.2661]}

Ordered relative energy (zero: lowest compared OMol25 entry of this formula, charge and spin) results: 333.6 423.7; unit kJ/mol.
Ordered strongest force on any atom results: 7.272 4.460; unit eV Å⁻¹.